Formula: H20O10
Source: the OMol25 dataset
Level of theory: ωB97M-V with the def2-TZVPD basis set

```
! RIJCOSX wB97M-V def2-TZVPD def2/J DEFGRID3
* xyz 0 1
O 0.756 0.427 -1.169
H 0.182 1.175 -0.971
H 0.428 -0.278 -0.599
O 4.327 -0.525 2.232
H 4.729 0.201 1.742
H 4.002 -1.119 1.546
O 0.750 3.640 -1.481
H 0.295 4.480 -1.608
H 1.112 3.702 -0.590
O -1.064 -0.914 3.298
H -0.333 -0.569 3.823
H -0.651 -1.566 2.721
O -1.486 -3.218 -2.077
H -1.103 -2.570 -2.680
H -1.744 -2.698 -1.308
O -3.658 -2.685 0.516
H -3.103 -2.800 1.295
H -3.034 -2.480 -0.189
O -0.834 4.384 0.822
H -0.673 3.434 0.862
H -1.740 4.455 0.502
O -0.363 1.840 2.984
H -0.241 1.544 3.893
H -0.497 1.024 2.488
O -0.487 -5.250 -0.431
H 0.255 -5.381 0.170
H -0.464 -4.307 -0.630
O 1.953 2.111 -4.775
H 1.283 2.603 -4.287
H 2.156 2.676 -5.529
*
```

---

Formula: H20O10
Source: the OMol25 dataset
Level of theory: ωB97M-V with the def2-TZVPD basis set

```
! RIJCOSX wB97M-V def2-TZVPD def2/J DEFGRID3
* xyz 0 1
O -2.493 -1.396 -0.627
H -1.596 -1.137 -0.837
H -3.037 -0.885 -1.226
O -0.917 -0.990 -1.951
H -0.374 -0.225 -2.141
H -0.313 -1.730 -1.996
O 0.952 1.267 1.282
H 1.137 2.169 1.543
H 0.012 1.259 1.099
O 0.496 -0.569 0.149
H 0.005 -0.539 -0.672
H 0.701 0.346 0.340
O 1.801 -0.220 2.385
H 2.659 0.191 2.486
H 1.229 0.488 2.088
O 0.294 0.622 -2.275
H 1.220 0.700 -2.503
H -0.113 1.400 -2.655
O 0.238 -1.294 1.915
H 0.075 -0.806 1.107
H -0.575 -1.211 2.413
O -0.895 0.890 1.069
H -1.132 1.057 0.156
H -1.734 0.811 1.524
O -1.489 1.464 -0.695
H -0.951 1.015 -1.347
H -1.577 2.357 -1.029
O 2.154 -1.855 0.480
H 1.506 -1.209 0.201
H 2.721 -1.971 -0.283
*
```

---

Formula: H20O10
Source: the OMol25 dataset
Level of theory: ωB97M-V with the def2-TZVPD basis set

```
! RIJCOSX wB97M-V def2-TZVPD def2/J DEFGRID3
* xyz 0 1
O 16.474 34.020 -5.522
H 17.228 33.734 -5.038
H 15.680 33.782 -4.984
O 19.574 32.030 -7.175
H 18.722 32.089 -7.573
H 19.379 32.163 -6.245
O 14.376 34.933 -7.379
H 13.951 35.479 -6.728
H 15.266 34.860 -7.088
O 13.674 32.454 -6.717
H 12.772 32.666 -6.715
H 14.110 33.266 -6.863
O 17.189 33.238 -2.454
H 17.640 33.114 -1.613
H 16.443 33.795 -2.198
O 18.813 32.500 -4.627
H 19.656 32.106 -4.436
H 18.640 32.697 -3.726
O 13.177 36.143 -4.899
H 12.730 36.353 -4.076
H 13.689 35.338 -4.616
O 14.385 33.563 -3.995
H 13.584 33.096 -3.843
H 14.659 34.030 -3.182
O 16.394 30.811 -3.441
H 16.980 31.531 -3.287
H 16.169 30.810 -4.384
O 16.950 32.745 -8.235
H 16.851 33.130 -7.334
H 17.245 33.513 -8.774
*
```

---

Formula: H20O10
Source: the OMol25 dataset
Level of theory: ωB97M-V with the def2-TZVPD basis set

```
! RIJCOSX wB97M-V def2-TZVPD def2/J DEFGRID3
* xyz 0 1
O 0.044 -0.746 -0.248
H 0.800 -1.338 -0.339
H -0.647 -1.303 0.127
O -4.635 -0.441 0.242
H -5.093 -0.944 -0.441
H -5.294 -0.337 0.938
O -2.866 -0.901 1.937
H -2.175 -0.532 1.376
H -2.813 -1.851 1.781
O -0.061 -3.246 0.013
H 0.302 -3.342 0.900
H -0.101 -4.149 -0.323
O 3.432 -0.593 0.157
H 2.656 -0.504 -0.409
H 3.902 0.241 0.043
O -2.645 -1.056 -1.673
H -3.570 -1.329 -1.651
H -2.670 -0.125 -1.426
O -1.795 2.529 -1.036
H -1.484 2.491 -1.947
H -1.533 3.406 -0.734
O 5.276 -2.512 0.238
H 4.792 -1.722 0.501
H 4.687 -2.952 -0.386
O 1.046 4.168 1.741
H 1.118 3.226 1.549
H 0.684 4.199 2.634
O 2.351 3.010 -1.255
H 2.007 2.158 -1.545
H 3.262 3.014 -1.570
*
```

---

Formula: H20O10
Source: the OMol25 dataset
Level of theory: ωB97M-V with the def2-TZVPD basis set

```
! RIJCOSX wB97M-V def2-TZVPD def2/J DEFGRID3
* xyz 0 1
O -1.160 -1.073 -1.011
H -1.695 -1.534 -0.424
H -0.308 -1.131 -0.544
O 0.262 3.681 -0.056
H -0.042 3.654 0.783
H 0.469 2.789 -0.379
O -2.898 2.551 0.258
H -2.263 2.610 0.914
H -2.612 3.130 -0.470
O 2.653 -1.661 3.255
H 2.805 -2.630 3.452
H 2.969 -1.334 2.442
O 1.755 -3.194 -1.938
H 2.162 -3.830 -1.321
H 1.878 -2.315 -1.547
O -1.316 -1.907 2.331
H -0.771 -1.125 2.327
H -2.220 -1.454 2.476
O 3.084 0.661 -2.276
H 2.397 0.050 -2.469
H 3.798 0.009 -2.407
O -0.342 0.456 -2.868
H -0.644 -0.361 -2.599
H 0.115 0.171 -3.688
O 2.722 2.697 1.807
H 3.027 2.031 2.336
H 1.981 2.181 1.403
O -4.964 -0.868 0.286
H -5.854 -0.915 0.466
H -4.990 -1.339 -0.542
*
```

---

Formula: H20O10
Source: the OMol25 dataset
Level of theory: ωB97M-V with the def2-TZVPD basis set

```
! RIJCOSX wB97M-V def2-TZVPD def2/J DEFGRID3
* xyz 0 1
O -0.626 -0.275 0.825
H -0.050 0.419 0.487
H -0.136 -1.089 0.658
O -2.343 -0.017 -2.399
H -3.121 -0.272 -1.890
H -1.751 0.370 -1.745
O 0.075 -1.734 2.466
H -0.622 -2.397 2.522
H 0.693 -2.097 1.821
O 3.759 0.155 -0.536
H 3.515 0.166 0.396
H 4.462 -0.503 -0.587
O 2.796 3.657 0.538
H 3.066 3.865 1.439
H 1.834 3.619 0.585
O -3.423 2.124 -2.033
H -3.504 1.870 -1.107
H -2.539 2.501 -2.097
O 2.601 -3.171 -0.193
H 2.490 -3.136 -1.150
H 2.452 -4.098 0.027
O -3.825 -2.108 0.194
H -4.343 -1.865 -0.581
H -3.474 -1.269 0.514
O 2.384 -0.301 -2.813
H 2.327 0.145 -1.961
H 1.724 0.145 -3.356
O -1.156 1.661 3.113
H -1.667 1.116 3.722
H -1.594 2.519 3.142
*
```

---

Total energy for every record listed, in sequence, given in eV: -20798.6524, -20779.0980, -20799.4029, -20798.5831, -20797.7317, -20797.8998.